1.
# C31H59AsBiN6O6S2SbSi3Te

C31H59AsBiN6O6S2SbSi3Te as an isolated structure (ωB97M-V/def2-TZVPD, the Open Molecules 2025 dataset).

```
111
Properties=species:S:1:pos:R:3:mulliken_charge:R:1
Bi 0.19110 -0.38904 1.57534 2.16
C -4.41409 -2.25648 -2.02343 -1.56
C -3.53432 -2.88784 -1.01666 1.44
N -3.58650 -4.13196 -0.65790 -1.04
N -2.61162 -4.28901 0.25315 0.59
C -1.93561 -3.14413 0.47376 -0.46
S -0.64273 -2.99008 1.52303 -0.51
N -2.52126 -2.23949 -0.35766 0.86
N -2.17468 -0.90419 -0.44354 -0.15
H -5.12723 -3.00778 -2.35121 0.40
H -3.84290 -1.90053 -2.88216 0.27
H -4.95238 -1.41554 -1.58730 0.34
H -2.46130 -5.16301 0.72915 0.19
H -2.42003 -0.42069 0.45743 0.11
H -2.72163 -0.48642 -1.19041 0.34
O 1.74242 -2.03701 5.17571 -0.66
C 1.42008 -1.79338 4.03645 0.09
O 0.39487 -1.06773 3.70284 -0.68
C 2.26837 -2.27748 2.84995 0.62
O 3.04610 -3.19783 2.91961 -0.63
O 2.09090 -1.56213 1.76186 -0.44
C -4.26523 5.78394 -1.50610 -1.73
C -3.82044 4.75779 -0.51139 0.99
C -3.88279 5.01993 0.85547 -0.72
C -3.42969 4.08555 1.77022 -0.68
C -2.93272 2.87620 1.32292 -0.01
C -2.91292 2.58090 -0.02497 -0.72
C -3.34770 3.52251 -0.93997 -0.62
S -2.06113 1.78466 2.44387 1.64
O -2.37514 2.14472 3.79955 -0.83
O -0.65496 2.01868 2.04356 -0.76
N -2.41699 0.30719 1.98162 -0.57
C -2.88342 -0.70038 2.78644 0.09
C -2.56551 -0.81260 4.14871 0.00
C -2.93892 -1.94820 4.82950 -0.60
C -3.65170 -2.93950 4.15743 -0.70
C -3.94995 -2.72312 2.83084 -0.45
N -3.57321 -1.65096 2.14501 -0.37
H -5.29196 6.08118 -1.30734 0.44
H -4.20765 5.39783 -2.51987 0.36
H -3.64494 6.67671 -1.44795 0.35
H -4.26888 5.96880 1.20070 0.42
H -3.44159 4.28475 2.82993 0.53
H -2.54345 1.61929 -0.34061 -0.01
H -3.31444 3.29132 -1.99668 0.33
H -2.00814 -0.02441 4.62369 0.28
H -2.66304 -2.07872 5.86737 0.42
H -3.95401 -3.85145 4.64932 0.43
H -4.50170 -3.45948 2.25629 0.44
C 4.87010 -2.47396 0.15085 -0.79
Si 4.10477 -0.89369 -0.60795 0.70
C 4.60778 0.55934 0.53808 -0.64
C 4.87595 -0.54232 -2.33284 -1.12
Sb 1.48174 -1.09445 -0.91494 -1.32
Si 1.14393 -0.50187 -3.46163 1.03
C 1.70143 -1.72401 -4.82277 -1.22
C -0.76592 -0.34504 -3.57684 -0.37
C 1.80585 1.16646 -4.11061 -0.81
Si 1.66342 -3.71204 -1.37425 0.94
C 1.84824 -4.80405 0.18844 -1.01
C 0.01432 -4.09904 -2.31118 -0.66
C 3.06129 -4.23236 -2.59896 -1.34
H 5.91602 -2.32206 0.40686 0.46
H 4.80724 -3.33147 -0.50960 0.15
H 4.34726 -2.73054 1.06760 0.16
H 5.60615 0.40884 0.93467 0.54
H 3.93391 0.60094 1.39428 -0.51
H 4.58847 1.52358 0.04393 0.36
H 5.95458 -0.45600 -2.27168 0.43
H 4.49646 0.38162 -2.75198 0.22
H 4.64260 -1.33655 -3.03104 0.25
H 1.28722 -2.71443 -4.68965 0.30
H 2.78062 -1.82077 -4.83128 0.31
H 1.40394 -1.37234 -5.80565 0.42
H -1.22016 -1.20226 -3.09009 -0.23
H -1.13575 -0.31229 -4.59683 0.56
H -1.09169 0.56062 -3.06655 -0.03
H 2.88754 1.16548 -4.17843 0.38
H 1.50582 1.98580 -3.46575 -0.24
H 1.42223 1.37636 -5.10361 0.48
H 0.88774 -5.17115 0.53745 0.36
H 2.28769 -4.24509 1.00934 0.22
H 2.49244 -5.65987 0.00624 0.46
H -0.77444 -3.42145 -1.99920 -0.33
H -0.32672 -5.11400 -2.13483 0.49
H 0.13506 -3.97953 -3.38231 0.42
H 3.95154 -4.56599 -2.07783 0.47
H 3.34695 -3.41878 -3.25345 0.26
H 2.72460 -5.05562 -3.22062 0.45
C 0.21377 4.30270 -2.43087 -1.39
As 0.16528 3.02936 -0.89277 0.63
C 2.11417 2.79048 -0.70935 -0.57
C 0.03584 4.50102 0.39228 -0.95
H 1.05424 4.98531 -2.32564 0.41
H -0.70248 4.89423 -2.42332 0.37
H 0.28516 3.81987 -3.40268 0.38
H 2.63500 3.73745 -0.84867 0.65
H 2.50831 2.06182 -1.41834 -0.03
H 2.30502 2.43427 0.30365 -0.24
H -0.88974 5.05762 0.25020 0.31
H 0.87752 5.18446 0.27980 0.55
H 0.03561 4.10048 1.39882 -0.14
C 0.80295 1.56744 4.92333 -0.84
Te 2.07702 1.10531 3.25838 0.56
C 2.61180 3.22682 3.11911 -1.32
H -0.15994 1.94176 4.58217 0.19
H 1.30880 2.31516 5.53120 0.53
H 0.66095 0.65381 5.49351 0.22
H 3.15449 3.52531 4.00776 0.48
H 1.69819 3.80374 3.05341 0.39
H 3.23251 3.43419 2.25708 0.38
```

LUMO energy in eV: 0.087
HOMO energy in eV: -7.650
E in hartree: -6620.1778

---

2.
# C31H59Cl9O14

A 10-piece molecular cluster, C31H59Cl9O14 overall (ωB97M-V/def2-TZVPD, the Open Molecules 2025 dataset).

```
113
Properties=species:S:1:pos:R:3:mulliken_charge:R:1
O 2.37147 -3.13711 2.38014 -0.66
C 2.15474 -3.44486 1.22371 0.64
O 0.96186 -3.89160 0.76040 -0.18
C -0.18896 -4.00418 1.63111 1.06
C 0.06464 -5.16234 2.58182 -1.36
C 3.20263 -3.47365 0.16442 -0.33
H -1.01201 -4.21068 0.97169 -0.47
H -0.29385 -3.06575 2.11162 -0.07
H 1.11282 -5.14198 2.91070 0.38
H -0.06893 -6.11765 2.08833 0.34
H -0.61977 -5.12599 3.43444 0.35
H 2.90145 -3.92079 -0.78395 0.21
H 4.09217 -4.01021 0.53625 0.37
H 3.49247 -2.42932 0.06040 -0.26
O -2.98229 -2.27988 2.15324 -0.34
C -2.98515 -1.69390 3.22226 0.28
O -3.89173 -1.91488 4.16878 -0.36
C -5.11717 -2.61679 3.98245 -0.10
C -5.94911 -1.73280 3.16205 -0.82
C -1.96946 -0.68582 3.74584 -0.73
H -5.59184 -2.85899 4.93946 0.32
H -4.88613 -3.61382 3.61693 0.10
H -5.46125 -1.55535 2.21054 0.10
H -6.21022 -0.84327 3.74306 0.25
H -6.90751 -2.13298 2.88653 0.41
H -2.40648 0.02725 4.41862 0.48
H -1.53436 -0.15428 2.88553 -0.15
H -1.15764 -1.17717 4.26041 0.36
O 3.48428 -0.01356 -1.70419 -0.50
C 3.69373 1.15621 -1.77161 0.68
O 3.93048 1.74760 -2.93655 -0.37
C 3.96457 0.82434 -4.05333 -0.07
C 4.86067 1.46928 -5.09228 -1.43
C 3.70482 2.11568 -0.66304 -0.04
H 2.90647 0.68682 -4.33614 0.11
H 4.34151 -0.14839 -3.73460 0.45
H 4.59718 2.49778 -5.30914 0.30
H 4.87980 0.91381 -6.05079 0.40
H 5.86902 1.31014 -4.72419 0.34
H 3.70617 3.12186 -1.06233 0.06
H 4.65404 1.99147 -0.11993 0.28
H 2.87999 1.94069 0.02695 -0.19
O 2.27242 1.11908 2.73409 -0.21
C 3.28510 1.48558 3.34729 0.55
O 4.37457 0.74355 3.27535 -0.40
C 4.29309 -0.39039 2.37812 1.09
C 5.61066 -1.11721 2.38784 -1.54
C 3.41362 2.63446 4.28814 -1.37
H 4.07647 -0.00615 1.40177 -0.41
H 3.47270 -1.04390 2.73723 0.15
H 6.37435 -0.45014 1.99441 0.42
H 5.58024 -1.92250 1.63553 0.28
H 5.94178 -1.46945 3.39250 0.34
H 4.25984 3.28498 3.98398 0.35
H 3.60352 2.16255 5.24436 0.36
H 2.55616 3.30227 4.25932 0.28
O -1.98839 -1.32369 -4.36443 -0.62
C -3.07630 -1.17396 -4.86935 0.71
O -4.06195 -0.40263 -4.35621 -0.40
C -3.94725 0.04951 -2.95694 -0.12
C -4.17984 -1.12186 -2.03898 -0.81
C -3.47177 -1.81049 -6.15347 -1.13
H -4.71754 0.80817 -2.93809 0.25
H -2.98755 0.53763 -2.92111 0.17
H -3.43247 -1.88389 -2.14864 0.27
H -5.14054 -1.56457 -2.27477 0.42
H -4.29285 -0.86303 -0.98677 0.16
H -3.17221 -2.86379 -6.12205 0.30
H -2.83020 -1.43794 -6.96567 0.30
H -4.49920 -1.68424 -6.44235 0.34
O -1.94993 2.73487 5.23094 -0.62
C -2.66349 2.60097 4.25868 0.74
O -2.23933 2.76033 3.03450 -0.25
C -0.82129 2.98509 2.95644 -0.19
C -0.51607 3.44892 1.51385 -0.88
C -4.09946 2.18628 4.22970 -1.00
H -0.24616 2.10284 3.21213 0.15
H -0.53796 3.73367 3.73468 0.40
H -0.99423 4.43606 1.28754 0.35
H -0.98081 2.73678 0.81138 0.13
H 0.54932 3.44554 1.27974 0.29
H -4.58189 3.12629 3.98099 0.42
H -4.40785 1.77543 5.18123 0.29
H -4.24200 1.50687 3.40146 0.24
O 1.14878 5.61702 -4.42804 -0.58
C 1.33276 4.56780 -3.90050 0.52
O 1.81295 4.46053 -2.63817 -0.09
C 2.13348 5.63706 -1.89022 -0.25
C 0.82003 6.25052 -1.43744 -1.08
C 0.98413 3.20300 -4.44729 -0.33
H 2.86110 6.27449 -2.41016 0.35
H 2.75437 5.27772 -1.06618 0.25
H 0.98104 7.14569 -0.82919 0.40
H 0.26709 5.44422 -0.97036 0.24
H 0.21876 6.64129 -2.29245 0.29
H 1.46813 3.10004 -5.41865 0.34
H -0.12176 3.19277 -4.61922 0.26
H 1.37787 2.36307 -3.87321 -0.31
C 0.10317 -0.56451 -0.60491 0.24
Cl 1.01475 -0.18622 0.83356 0.15
Cl 0.01208 0.79899 -1.72417 0.13
Cl -1.48413 -1.09390 -0.09376 0.06
H 0.57244 -1.36897 -1.11805 -0.52
C 0.50727 -3.04409 -3.81418 0.94
Cl 0.29815 -3.97592 -2.38793 -0.06
Cl 0.79921 -4.10033 -5.18302 -0.18
Cl 1.80390 -1.87752 -3.59632 -0.11
H -0.34938 -2.43317 -4.14480 -0.48
C -3.87615 -4.64462 0.52936 1.87
Cl -5.50954 -4.43386 0.04212 -0.15
Cl -2.85328 -4.94790 -0.83869 -0.14
Cl -3.72945 -5.93348 1.71861 -0.16
H -3.52623 -3.79261 1.03331 -1.25
```

SMILES: CCOC(C)=O.CCOC(C)=O.CCOC(C)=O.CCOC(C)=O.CCOC(C)=O.CCOC(C)=O.CCOC(C)=O.ClC(Cl)Cl.ClC(Cl)Cl.ClC(Cl)Cl
LUMO energy in eV: 0.503
HOMO energy in eV: -10.093
E in hartree: -6411.7459

---

One value per record, in order, for energy relative to the best compared isomer or geometry (same formula, charge and spin): 208.11; 0.00 kJ/mol.